114
Properties=species:S:1:pos:R:3:forces:R:3:lowdin_spin:R:1 method="wB97M-V/def2-TZVPD" largest_force_ev_per_a=4.52 relative_energy_ev=1.260 lumo_ev="1.9 / 2.1" orbital_gap_ha="0.22075 / 0.23077" s2=0.7735 e_tot_ha=-4563.46269 total_charge=-1 multiplicity=2
V -1.162 0.736 -0.768 -0.35 -4.42 -0.90 0.910
O -2.844 3.974 -1.493 0.21 -0.39 0.17 -0.002
C -1.853 3.624 -0.903 -0.49 1.74 -0.13 -0.001
O -1.461 2.355 -0.860 -0.52 4.15 0.59 -0.014
C -0.974 4.630 -0.150 0.04 -1.15 -0.06 0.000
P -0.004 3.727 1.157 0.10 0.51 0.20 0.001
C 0.885 5.218 1.777 -0.03 -0.15 -0.05 0.000
C 2.190 5.391 1.322 -0.04 -0.07 0.10 0.000
C 2.922 6.509 1.691 0.05 0.09 -0.02 0.000
C 2.351 7.473 2.508 0.01 0.00 -0.02 0.000
C 1.046 7.314 2.953 -0.06 0.03 0.07 0.000
C 0.315 6.192 2.593 0.05 0.02 -0.02 0.000
C -1.301 3.509 2.441 0.05 -0.05 -0.06 0.000
C -0.899 3.454 3.778 0.00 -0.08 -0.11 0.000
C -1.807 3.174 4.783 0.04 -0.03 0.04 0.000
C -3.137 2.930 4.470 -0.10 0.02 -0.02 0.000
C -3.550 2.978 3.150 -0.04 -0.02 0.02 0.000
C -2.641 3.262 2.140 0.14 0.08 0.09 0.000
H -1.576 5.449 0.241 -0.12 -0.10 -0.12 0.000
H -0.247 5.036 -0.859 -0.01 -0.04 -0.01 0.000
H 2.631 4.633 0.688 0.08 -0.09 -0.01 0.000
H 3.943 6.623 1.348 0.00 0.01 -0.02 0.000
H 2.918 8.347 2.801 0.02 -0.01 0.00 0.000
H 0.598 8.065 3.591 -0.01 0.01 0.00 0.000
H -0.698 6.067 2.954 0.00 0.03 0.01 0.000
H 0.141 3.636 4.018 0.05 -0.03 0.08 0.000
H -1.474 3.130 5.812 0.01 0.00 0.01 0.000
H -3.849 2.696 5.251 0.01 0.00 0.03 0.000
H -4.582 2.778 2.892 -0.02 0.00 0.00 0.000
H -3.003 3.278 1.123 -0.04 0.01 -0.05 0.000
C -2.177 -1.680 4.512 -0.02 -0.05 0.06 0.002
C -2.874 -0.728 3.787 0.00 -0.01 0.09 0.000
C -2.431 -0.334 2.533 0.19 0.16 -0.16 0.001
C -1.279 -0.900 2.006 -0.32 0.26 0.68 0.000
C -0.582 -1.876 2.718 0.14 0.14 -0.30 0.001
C -1.032 -2.251 3.969 0.04 0.08 -0.03 0.000
N -0.924 -0.630 0.618 -0.14 0.04 1.68 -0.013
N -1.633 -1.730 0.037 0.85 -1.28 -1.26 0.058
C -2.819 -1.330 -0.446 -0.02 0.88 -0.04 0.018
C -3.911 -2.213 -0.600 -0.01 -0.06 -0.15 0.014
C -5.146 -1.703 -0.933 0.16 0.07 0.05 0.026
C -5.327 -0.333 -1.161 -0.11 0.11 -0.03 0.015
C -4.239 0.525 -1.112 -0.08 0.29 -0.04 0.015
C -2.979 0.047 -0.777 -0.60 -0.19 0.36 -0.034
H -2.522 -1.988 5.490 -0.03 0.02 0.02 0.000
H -3.776 -0.287 4.191 -0.03 0.03 0.02 0.000
H -2.995 0.385 1.955 0.04 0.03 -0.01 0.000
H 0.313 -2.322 2.293 0.04 -0.04 -0.01 0.000
H -0.475 -2.999 4.520 -0.01 -0.01 0.01 0.000
H -3.768 -3.271 -0.421 0.04 0.00 0.07 0.000
H -5.998 -2.370 -0.990 0.01 -0.01 -0.04 0.001
H -6.315 0.057 -1.374 0.02 -0.01 -0.07 0.000
H -4.374 1.580 -1.333 -0.02 -0.03 -0.03 0.000
C 0.231 -8.177 -1.513 0.07 0.10 0.07 0.000
C 0.863 -6.991 -0.768 -0.08 -0.17 0.03 0.000
C -0.043 -6.615 0.405 0.09 0.07 -0.10 0.000
C 2.235 -7.393 -0.205 -0.07 0.12 -0.05 0.000
C 1.046 -5.834 -1.743 -0.18 0.06 0.07 0.000
C 1.967 -5.961 -2.792 0.12 -0.02 -0.19 0.001
C 2.219 -4.939 -3.682 0.11 -0.04 -0.09 0.000
C 1.502 -3.760 -3.551 -0.26 0.22 0.10 0.001
S 1.568 -2.307 -4.490 0.02 0.01 0.18 0.000
C 0.274 -1.620 -3.462 0.50 -0.35 0.09 -0.001
N -0.124 -2.411 -2.548 -0.48 0.05 0.68 0.004
C 0.535 -3.623 -2.544 0.45 -0.13 -0.26 0.000
C 0.329 -4.658 -1.632 -0.09 0.28 -0.03 0.001
C -0.267 -0.291 -3.749 -0.48 1.01 -0.18 0.006
C -0.053 0.109 -5.078 0.00 -0.11 0.26 -0.003
C -0.560 1.282 -5.587 0.08 0.09 -0.22 0.010
C -1.373 2.048 -4.781 -0.13 0.17 -0.10 -0.003
C -1.604 1.676 -3.470 -0.19 -0.10 0.22 0.007
C -1.017 0.557 -2.851 1.03 -0.86 -0.75 -0.029
H 0.051 -9.002 -0.821 0.01 -0.04 -0.01 0.000
H 0.883 -8.531 -2.313 0.00 -0.04 -0.05 0.000
H -0.721 -7.877 -1.955 -0.03 -0.04 0.00 0.000
H -0.143 -7.466 1.082 0.02 -0.01 -0.01 0.000
H -1.042 -6.335 0.067 -0.03 0.00 0.01 0.000
H 0.386 -5.779 0.955 -0.02 0.10 0.10 0.000
H 2.118 -8.111 0.610 0.01 -0.01 -0.01 0.000
H 2.744 -6.504 0.169 0.04 -0.03 0.12 0.000
H 2.863 -7.846 -0.973 0.04 -0.04 0.00 0.000
H 2.511 -6.888 -2.924 0.04 -0.01 0.09 0.000
H 2.964 -5.048 -4.458 0.01 -0.07 -0.03 0.000
H -0.379 -4.464 -0.844 -0.07 -0.05 0.15 0.000
H 0.520 -0.546 -5.724 -0.07 0.11 -0.07 -0.001
H -0.350 1.577 -6.607 -0.01 -0.04 -0.03 0.001
H -1.837 2.946 -5.169 -0.05 0.02 0.02 -0.001
H -2.289 2.295 -2.906 0.10 -0.08 -0.18 0.001
C 2.084 2.457 -2.303 0.13 0.00 0.02 0.000
N 3.244 1.863 -1.671 0.05 -0.04 -0.10 0.000
C 4.403 1.881 -2.539 -0.18 -0.01 0.01 0.000
C 2.939 0.554 -1.084 0.09 0.11 0.12 0.000
C 2.615 0.737 0.387 -0.03 -0.02 -0.16 0.001
C 3.596 1.389 1.130 0.00 0.02 0.03 0.000
C 3.446 1.641 2.479 0.01 0.00 -0.10 0.001
C 2.255 1.285 3.090 -0.05 0.03 -0.01 0.000
C 1.270 0.648 2.359 -0.10 -0.08 0.09 0.001
C 1.441 0.316 1.013 -0.05 0.39 0.24 0.002
H 1.738 1.896 -3.187 -0.05 -0.01 0.06 0.000
H 2.332 3.472 -2.622 -0.09 0.04 0.03 0.000
H 1.268 2.508 -1.576 -0.03 0.04 -0.03 0.000
H 4.259 1.314 -3.474 0.05 -0.04 -0.01 0.000
H 5.263 1.475 -2.005 0.02 -0.03 -0.07 0.000
H 4.621 2.919 -2.800 0.06 -0.03 -0.06 0.000
H 3.820 -0.087 -1.156 -0.04 -0.04 -0.01 0.000
H 2.144 0.045 -1.642 0.11 -0.02 -0.04 0.000
H 4.503 1.691 0.623 0.01 0.01 -0.02 0.000
H 4.248 2.099 3.043 -0.01 0.06 0.01 0.000
H 2.101 1.477 4.145 -0.05 0.01 0.00 0.000
H 0.364 0.375 2.869 -0.02 0.04 0.07 0.000
Cl 2.480 -2.864 1.142 0.11 -0.24 -0.02 -0.001
C 0.493 -0.579 0.250 0.22 -0.42 0.24 0.004
H 0.966 -1.589 0.279 -0.18 0.04 -0.46 -0.001
H 0.478 -0.273 -0.828 0.36 -0.46 -0.33 0.001